# 1
The following is a DFT calculation (ωB97M-V/def2-TZVPD) of one molecule with the formula C4H7NO2.

Structure (XYZ):
```
14
Properties=species:S:1:pos:R:3:nbo_charge:R:1
H -0.08 -2.30 -0.23 0.348
N 0.14 -1.45 -0.75 -0.645
C 0.68 -0.60 0.02 0.566
C 1.00 -0.77 1.48 -0.713
O 0.92 0.67 -0.48 -0.525
C -0.30 1.45 -0.55 -0.166
C -1.36 0.68 -1.31 0.420
O -2.20 0.03 -0.74 -0.503
H 0.10 -0.59 2.07 0.239
H 1.33 -1.79 1.69 0.229
H 1.78 -0.07 1.80 0.236
H -0.67 1.66 0.46 0.184
H -0.06 2.40 -1.04 0.206
H -1.28 0.69 -2.41 0.123
```

## Properties
M	101.10	g mol⁻¹
multiplicity	1
relative energy (zero: lowest compared OMol25 entry of this formula, charge and spin)	48.4	kcal per mole
HOMO-LUMO gap	10.67	eV
highest occupied orbital energy	-0.3607	Eh
total charge	0

# 2
The following is a DFT calculation (ωB97M-V/def2-TZVPD) of C28H24NO3S4Sn as an isolated structure.

Structure (XYZ):
```
61
Properties=species:S:1:pos:R:3:nbo_charge:R:1
Sn 0.15 -0.22 0.47 1.563
S 1.92 -1.32 1.81 -0.127
C 0.93 -2.75 2.13 -0.186
C 0.79 -3.20 3.44 -0.196
C 0.02 -4.32 3.72 -0.183
C -0.65 -4.98 2.70 -0.207
C -0.53 -4.54 1.40 -0.156
C 0.26 -3.43 1.11 -0.257
S 0.43 -2.78 -0.52 0.418
C -1.24 -2.95 -1.20 -0.576
C -1.53 -1.74 -2.04 0.246
C -1.66 -1.79 -3.41 -0.241
C -1.95 -0.62 -4.10 -0.122
C -2.17 0.55 -3.38 -0.242
C -2.04 0.51 -2.00 0.239
C -2.44 1.70 -1.17 -0.567
S -1.55 1.94 0.41 0.404
C -2.76 1.48 1.60 -0.180
C -3.63 2.49 2.02 -0.212
C -4.61 2.22 2.95 -0.217
C -4.72 0.94 3.47 -0.167
C -3.83 -0.05 3.10 -0.210
C -2.83 0.20 2.16 -0.197
S -1.75 -1.15 1.83 -0.134
N -1.68 -0.59 -1.36 -0.489
H 1.29 -2.67 4.23 0.236
H -0.06 -4.67 4.74 0.231
H -1.27 -5.84 2.92 0.230
H -1.04 -5.07 0.60 0.214
H -1.92 -2.99 -0.35 0.274
H -1.32 -3.86 -1.79 0.245
H -1.53 -2.73 -3.94 0.235
H -2.04 -0.62 -5.18 0.236
H -2.44 1.47 -3.88 0.235
H -3.49 1.59 -0.89 0.266
H -2.32 2.62 -1.73 0.249
H -3.52 3.48 1.60 0.227
H -5.28 3.01 3.27 0.231
H -5.49 0.71 4.20 0.229
H -3.90 -1.04 3.53 0.229
C 4.75 4.56 1.43 -0.260
O 5.14 3.96 0.20 -0.463
C 4.32 3.06 -0.36 0.401
C 4.79 2.46 -1.54 -0.291
C 4.02 1.52 -2.16 -0.096
C 2.75 1.13 -1.66 -0.340
C 1.97 0.10 -2.27 0.631
C 2.32 -0.50 -3.60 -0.698
O 0.94 -0.36 -1.74 -0.703
C 2.29 1.76 -0.48 0.513
O 1.07 1.55 0.02 -0.868
C 3.08 2.71 0.17 -0.404
H 5.58 5.20 1.72 0.215
H 4.59 3.80 2.20 0.187
H 3.85 5.16 1.31 0.186
H 5.75 2.75 -1.93 0.241
H 4.41 1.06 -3.05 0.218
H 3.23 -0.13 -4.05 0.229
H 1.49 -0.32 -4.28 0.246
H 2.40 -1.59 -3.47 0.248
H 2.68 3.15 1.06 0.237
```

## Properties
M	669.48	g mol⁻¹
multiplicity	1
relative energy (zero: lowest compared OMol25 entry of this formula, charge and spin)	24.6	kcal per mole
HOMO-LUMO gap	7.20	eV
highest occupied orbital energy	-0.3957	Eh
total charge	+1

# 3
The following is a DFT calculation (ωB97M-V/def2-TZVPD) of one molecule with the formula C6H6Cl3P.

Structure (XYZ):
```
16
Properties=species:S:1:pos:R:3:nbo_charge:R:1
C -0.60 -1.39 -0.36 -0.169
C 0.73 -1.31 -0.42 -0.209
C -1.57 -0.41 0.15 -0.518
C 1.58 -0.20 0.11 -0.299
C 1.45 1.06 -0.61 -0.153
C -1.33 1.04 0.02 -0.288
P -1.15 0.59 1.74 0.482
Cl 3.36 -0.74 0.01 -0.106
Cl 1.92 2.50 0.14 0.057
Cl -2.30 2.17 -0.80 0.070
H -1.06 -2.29 -0.76 0.222
H 1.27 -2.12 -0.88 0.231
H -2.60 -0.74 0.05 0.243
H 1.42 -0.06 1.19 0.254
H 1.38 1.08 -1.68 0.215
H -2.49 0.80 2.11 -0.032
```

## Properties
M	215.45	g mol⁻¹
multiplicity	1
relative energy (zero: lowest compared OMol25 entry of this formula, charge and spin)	103.9	kcal per mole
HOMO-LUMO gap (spin up / spin down)	7.52 / 7.95	eV
highest occupied orbital energy (spin up / spin down)	-0.3088 / -0.3123	Eh
total charge	0

# 4
The following is a DFT calculation (ωB97M-V/def2-TZVPD) of C15H36GeKNO4SSi3 as an isolated structure at a distorted geometry.

Structure (XYZ):
```
62
Properties=species:S:1:pos:R:3:nbo_charge:R:1
K 1.98 1.46 -0.26 0.766
C 0.10 0.32 -4.41 -1.125
Si -1.03 -0.37 -3.11 1.332
C -2.18 0.97 -2.46 -1.124
C -2.05 -1.82 -3.67 -1.124
Ge 0.30 -1.08 -1.21 -0.330
Si 2.05 -2.64 -1.91 1.321
C 1.26 -4.21 -2.54 -1.126
C 3.15 -3.03 -0.44 -1.116
C 3.16 -1.82 -3.17 -1.134
Si -0.98 -1.94 0.68 1.327
C 0.18 -2.26 2.09 -1.125
C -1.87 -3.52 0.17 -1.112
C -2.21 -0.59 1.13 -1.119
H -0.47 0.92 -5.13 0.235
H 0.57 -0.52 -4.93 0.237
H 0.87 0.94 -3.94 0.250
H -2.78 1.37 -3.29 0.229
H -1.57 1.79 -2.03 0.248
H -2.86 0.57 -1.70 0.238
H -2.71 -1.52 -4.50 0.235
H -2.67 -2.14 -2.84 0.238
H -1.39 -2.63 -3.97 0.236
H 0.59 -4.63 -1.78 0.236
H 2.04 -4.94 -2.80 0.236
H 0.66 -3.91 -3.42 0.231
H 2.60 -3.62 0.29 0.220
H 3.50 -2.11 0.05 0.256
H 3.99 -3.64 -0.78 0.230
H 2.60 -1.63 -4.11 0.223
H 4.00 -2.47 -3.34 0.230
H 3.55 -0.87 -2.74 0.285
H 0.77 -3.17 1.89 0.240
H -0.44 -2.40 2.98 0.236
H 0.84 -1.40 2.24 0.238
H -1.14 -4.32 0.03 0.234
H -2.48 -3.38 -0.74 0.238
H -2.52 -3.77 1.02 0.233
H -1.69 0.37 1.20 0.252
H -2.66 -0.80 2.11 0.240
H -3.00 -0.55 0.37 0.234
O 0.38 3.69 -1.11 -0.967
H -0.36 4.18 -0.66 0.496
H 0.81 4.38 -1.67 0.483
N 1.96 1.48 2.75 -0.852
C 0.85 2.29 3.03 0.132
C 0.80 3.63 2.62 -0.258
C -0.14 4.48 3.18 -0.195
C -1.10 3.95 4.07 -0.339
C -1.15 2.57 4.36 -0.157
C -0.22 1.74 3.77 -0.289
S -2.39 4.95 4.76 2.405
O -2.45 6.13 3.89 -1.023
O -1.83 5.31 6.07 -1.032
O -3.54 4.06 4.84 -1.011
H 1.90 0.61 3.25 0.373
H 2.86 1.92 2.97 0.389
H 1.52 4.00 1.89 0.196
H -0.16 5.54 2.92 0.241
H -1.90 2.22 5.06 0.244
H -0.24 0.67 3.94 0.194
H 4.38 1.20 -0.97 -0.779
```

## Properties
M	522.49	g mol⁻¹
multiplicity	2
⟨S²⟩	0.754
HOMO-LUMO gap (spin up / spin down)	5.94 / 4.48	eV
highest occupied orbital energy (spin up / spin down)	-0.1541 / -0.1451	Eh
total charge	-1

# 5
The following is a DFT calculation (ωB97M-V/def2-TZVPD) of one molecule with the formula C18H21N3O4S2 at a distorted geometry.

Structure (XYZ):
```
48
Properties=species:S:1:pos:R:3:nbo_charge:R:1
C -4.36 -4.52 -0.32 -0.691
S -3.10 -3.94 -1.57 0.181
C -2.47 -2.38 -0.92 0.286
N -1.19 -2.24 -0.50 -0.523
C -0.63 -0.91 -0.17 -0.104
C -1.72 0.10 -0.17 -0.333
C -1.20 1.44 0.22 0.883
O -1.16 2.41 -0.57 -0.592
O -0.75 1.70 1.47 -0.473
C 0.01 2.92 1.74 -0.135
C 0.99 2.58 3.00 -0.407
C 2.35 1.83 2.64 -0.411
C 1.96 0.51 1.93 -0.424
C 3.05 -0.55 1.75 -0.494
S 2.49 -1.81 0.55 0.258
C 1.99 -0.89 -0.91 -0.175
C 0.57 -0.64 -1.10 -0.013
C 0.22 -0.20 -2.44 -0.106
C 1.16 0.10 -3.39 -0.245
C 2.46 0.04 -3.15 -0.187
C 2.92 -0.53 -1.98 0.036
N 4.32 -0.88 -1.85 0.517
O 4.89 -0.72 -0.78 -0.368
O 4.87 -1.18 -2.90 -0.375
C -3.05 -0.16 -0.39 0.310
C -4.16 0.82 -0.42 -0.656
N -3.35 -1.42 -0.83 -0.638
H -3.84 -4.44 0.64 0.221
H -5.19 -3.84 -0.38 0.216
H -4.70 -5.48 -0.54 0.219
H -0.23 -0.92 0.81 0.195
H -0.88 3.24 -0.22 0.508
H 0.69 3.11 0.84 0.185
H -0.63 3.82 1.91 0.210
H 0.35 1.96 3.77 0.236
H 1.25 3.60 3.54 0.225
H 3.14 2.39 2.03 0.216
H 2.85 1.60 3.60 0.216
H 1.10 -0.01 2.40 0.215
H 1.72 0.76 0.92 0.195
H 3.26 -1.04 2.62 0.217
H 3.96 -0.04 1.37 0.222
H -0.85 -0.01 -2.74 0.224
H 0.96 0.34 -4.39 0.221
H 3.27 0.28 -3.86 0.244
H -4.65 0.91 0.59 0.231
H -4.93 0.48 -1.12 0.255
H -3.74 1.80 -0.76 0.204
```

## Properties
M	407.52	g mol⁻¹
multiplicity	1
relative energy (zero: lowest compared OMol25 entry of this formula, charge and spin)	227.9	kcal per mole
HOMO-LUMO gap	6.69	eV
highest occupied orbital energy	-0.2625	Eh
total charge	0

# 6
The following is a DFT calculation (ωB97M-V/def2-TZVPD) of a 2-piece molecular cluster, C3H10NO overall at a distorted geometry.

Structure (XYZ):
```
15
Properties=species:S:1:pos:R:3:nbo_charge:R:1
C 2.96 -0.54 -0.51 -0.668
C 1.44 -0.75 -0.57 -0.129
C 0.61 0.20 -0.11 -0.103
N -0.64 -0.30 0.67 -0.716
H 3.23 0.07 0.31 0.230
H 3.47 0.05 -1.40 0.265
H 3.42 -1.40 -0.15 0.248
H 1.24 -1.80 -1.00 0.250
H 0.96 1.25 0.15 0.254
H -1.32 0.34 1.15 0.480
H -0.52 -1.01 1.32 0.432
H -1.19 -0.74 -0.15 0.451
H -4.31 1.01 0.60 0.524
H -3.08 1.16 -0.62 0.504
O -3.44 1.22 0.28 -1.021
```

## Properties
M	76.12	g mol⁻¹
multiplicity	1
relative energy (zero: lowest compared OMol25 entry of this formula, charge and spin)	63.7	kcal per mole
HOMO-LUMO gap	10.54	eV
highest occupied orbital energy	-0.5353	Eh
total charge	+1

# 7
The following is a DFT calculation (ωB97M-V/def2-TZVPD) of C53H41KN8O5STe as an isolated structure at a distorted geometry.

Structure (XYZ):
```
110
Properties=species:S:1:pos:R:3:mulliken_charge:R:1
K -0.03 -0.75 -1.01 0.954
C 3.73 2.74 -0.53 -0.656
C 4.67 2.40 -1.48 -0.680
C 4.70 1.05 -1.92 -0.762
C 3.74 0.13 -1.47 0.804
N 2.86 0.50 -0.51 0.075
C 2.91 1.73 -0.02 -0.278
C 3.77 -1.24 -1.92 0.458
C 4.94 -1.75 -2.59 -0.791
C 4.97 -3.09 -3.00 -0.779
C 3.82 -3.86 -2.82 -0.849
C 2.71 -3.26 -2.16 0.628
N 2.69 -1.99 -1.74 0.281
C 1.55 -4.08 -1.88 0.238
C 1.60 -5.46 -1.81 -0.634
C 0.46 -6.22 -1.66 -0.555
C -0.74 -5.53 -1.47 -0.724
C -0.74 -4.13 -1.58 -0.386
N 0.39 -3.40 -1.67 0.229
H 3.42 3.78 -0.32 0.360
H 5.42 3.08 -1.86 0.410
H 5.41 0.72 -2.66 0.312
H 2.21 1.96 0.78 0.572
H 5.80 -1.08 -2.68 0.265
H 5.90 -3.50 -3.43 0.369
H 3.65 -4.86 -3.22 0.427
H 2.59 -5.94 -1.96 0.299
H 0.52 -7.29 -1.69 0.462
H -1.68 -6.07 -1.22 0.382
H -1.64 -3.51 -1.55 0.440
O -2.78 -0.47 1.19 -0.860
C -3.40 -1.38 1.81 -0.023
C -2.95 -1.85 3.12 -0.034
C -3.76 -2.74 3.81 -0.544
C -4.90 -3.35 3.29 -0.601
C -5.29 -3.04 2.01 -0.359
C -4.63 -2.06 1.30 0.908
C -5.09 -1.77 0.01 -1.375
N -4.31 -1.66 -1.03 0.534
N -4.57 -1.33 -2.23 -0.619
C -3.42 -1.09 -2.96 -0.652
O -2.26 -1.38 -2.63 -0.515
C -3.75 -0.23 -4.13 0.588
C -5.03 0.04 -4.57 -0.080
C -5.29 0.77 -5.70 -0.613
C -4.18 1.24 -6.47 -0.475
C -2.94 1.14 -5.95 -0.615
C -2.69 0.37 -4.79 -0.094
H -1.98 -1.54 3.55 -0.002
H -3.46 -3.00 4.84 0.299
H -5.51 -4.04 3.86 0.319
H -6.16 -3.51 1.59 0.362
H -6.15 -1.78 -0.22 0.406
H -5.85 -0.33 -3.92 0.378
H -6.27 0.96 -6.09 0.362
H -4.38 1.67 -7.45 0.369
H -2.09 1.65 -6.38 0.288
H -1.68 0.43 -4.37 0.429
N -2.04 2.48 1.42 0.165
C -2.08 3.22 2.53 0.583
C -1.77 4.65 2.56 -0.502
C -1.69 5.32 3.77 -0.463
C -1.89 4.56 4.92 -0.388
C -2.17 3.21 4.83 -0.376
N -2.30 2.57 3.69 -0.369
H -2.15 2.98 0.55 0.070
H -2.40 1.54 1.47 0.098
H -1.60 5.13 1.62 0.392
H -1.41 6.37 3.84 0.386
H -1.86 5.04 5.90 0.327
H -2.25 2.67 5.74 0.395
Te 0.68 -0.54 3.85 0.496
C 2.16 0.33 5.09 0.235
C 2.38 1.69 5.00 -0.501
C 3.36 2.30 5.74 -0.455
C 4.12 1.55 6.66 -0.526
C 3.85 0.16 6.76 -0.456
C 2.86 -0.46 6.01 -0.422
C 1.79 -2.35 3.66 -0.389
C 3.07 -2.42 3.12 -0.213
C 3.65 -3.70 2.98 -0.561
C 3.05 -4.83 3.55 -0.497
C 1.81 -4.72 4.15 -0.542
C 1.18 -3.49 4.19 -0.085
H 1.87 2.28 4.23 0.363
H 3.58 3.33 5.71 0.454
H 4.96 2.06 7.17 0.314
H 4.37 -0.46 7.52 0.272
H 2.55 -1.46 6.17 0.534
H 3.58 -1.49 2.88 0.487
H 4.57 -3.80 2.42 0.394
H 3.49 -5.76 3.51 0.484
H 1.33 -5.60 4.61 0.349
H 0.12 -3.39 4.48 0.342
O 0.25 1.10 -3.67 -0.883
C -0.10 2.22 -3.29 0.323
N -0.41 2.51 -1.98 0.067
S -0.78 4.06 -1.68 1.116
O 0.21 4.70 -0.87 -0.689
O -2.15 4.18 -1.13 -0.823
C -0.48 4.60 -3.36 0.033
C -0.46 5.88 -3.89 -0.402
C -0.11 5.97 -5.25 -0.561
C 0.28 4.84 -6.00 -0.688
C 0.19 3.54 -5.49 -0.331
C -0.19 3.48 -4.14 0.158
H -0.95 6.66 -3.30 0.394
H -0.12 6.93 -5.74 0.376
H 0.75 4.92 -6.97 0.355
H 0.43 2.63 -6.01 0.509
```

## Properties
M	1068.73	g mol⁻¹
multiplicity	1
relative energy (zero: lowest compared OMol25 entry of this formula, charge and spin)	7.8	kcal per mole
HOMO-LUMO gap	3.52	eV
highest occupied orbital energy	-0.0104	Eh
total charge	-2

# 8
The following is a DFT calculation (ωB97M-V/def2-TZVPD) of CH5N3OS as an isolated structure at a distorted geometry.

Structure (XYZ):
```
11
Properties=species:S:1:pos:R:3:nbo_charge:R:1
C 0.98 -0.38 -0.19 0.213
H -1.24 2.18 -0.67 0.500
H -1.29 0.73 1.27 0.425
H 1.16 1.58 0.46 0.391
H 0.82 -2.36 -0.01 0.408
H -1.28 -0.22 -0.18 0.470
N -1.16 0.99 0.00 -0.734
N 0.27 0.77 -0.39 -0.496
N 0.26 -1.48 -0.21 -0.295
O -1.19 -1.60 -0.04 -0.604
S 2.67 -0.21 -0.03 -0.278
```

## Properties
M	107.14	g mol⁻¹
multiplicity	1
relative energy (zero: lowest compared OMol25 entry of this formula, charge and spin)	190.2	kcal per mole
HOMO-LUMO gap	6.98	eV
highest occupied orbital energy	-0.3019	Eh
total charge	0

no.,energy (eV)
1,-9845.17984
2,-86226.55815
3,-53170.80475
4,-133130.55323
5,-53329.63601
6,-6801.54633
7,-112237.47558
8,-18462.18787